{"formula": "C6H7NS", "method": "wB97M-V/def2-TZVPD", "species": ["C", "C", "C", "C", "C", "C", "N", "S", "H", "H", "H", "H", "H", "H", "H"], "positions_angstrom": [[0.25977, -2.90807, -0.43772], [0.14410, -1.68642, -0.42713], [-0.81580, 1.04333, 2.09231], [-1.10145, 0.52524, -0.70598], [0.12992, -0.29414, -0.53060], [1.44088, 0.47712, -0.64428], [-0.40342, -0.02729, 2.20628], [-1.20132, 1.94409, 0.45156], [0.65867, -3.97891, -0.37055], [-1.17005, 1.76225, 2.77044], [-0.94112, 1.09844, -1.69073], [-2.12011, 0.13480, -0.63631], [1.78301, 0.76430, 0.36756], [1.28507, 1.35305, -1.23695], [2.05183, -0.20779, -1.20790]], "forces_ev_per_angstrom": [[1.1644, -0.2340, 0.3370], [0.1944, -1.9971, -0.5021], [-1.9457, 4.2114, -1.8502], [0.3476, 0.7958, -0.3564], [-1.2184, 1.4130, 1.6540], [-1.1418, -1.2439, 0.4138], [2.5767, -5.6322, -0.4679], [0.3485, 0.5249, -0.5884], [-1.2400, 2.2574, -0.1896], [-0.4241, 1.0845, 1.3563], [-0.4225, -0.6699, 1.1784], [0.6787, -0.8809, -0.4161], [0.1677, -0.3542, -0.6258], [-0.1382, 0.7165, -0.2047], [1.0527, 0.0085, 0.2617]], "lowdin_charge": [0.15, -0.12, -0.63, -0.48, -0.30, -0.04, 0.09, 0.78, 0.08, 0.03, 0.11, 0.08, 0.10, 0.07, 0.08], "total_charge": 0, "relative_energy_kcal_mol": 141.3}


{"formula": "C3H4NdO3", "method": "wB97M-V/def2-TZVPD", "species": ["O", "C", "O", "O", "C", "C", "H", "H", "H", "Nd", "H"], "positions_angstrom": [[-1.76422, -0.77414, -0.46124], [-1.05075, -1.20841, 0.51370], [-1.49058, -0.78687, 1.64456], [0.22008, -1.47012, 0.32707], [1.22344, 0.01927, 0.12428], [1.32582, 0.43611, -1.13441], [1.86185, -0.16221, 0.98648], [1.30296, -0.27296, -1.96189], [0.92751, 1.35740, -1.55910], [-2.44022, 1.36805, 0.74329], [-0.11591, 1.49387, 0.77727]], "forces_ev_per_angstrom": [[-1.1997, 0.9529, -1.1860], [1.8316, 4.6722, -0.5562], [-0.8599, 0.6196, 1.4038], [-0.0271, -0.8866, 0.1794], [-0.5260, -1.4004, -0.9742], [-1.2103, -0.3813, -0.4005], [-0.7804, 0.8752, 0.3132], [-0.5996, -0.6596, 0.5060], [1.4188, 0.6671, 0.6787], [3.8997, -4.9273, 0.0039], [-1.9470, 0.4682, 0.0320]], "lowdin_charge": [-0.18, -0.82, -0.19, -0.04, 0.03, 0.01, 0.13, 0.10, 0.08, 1.93, -0.05], "total_charge": 1, "multiplicity": 4, "relative_energy_kcal_mol": 121.9}